No. 1
Below is C42H68AlGeN6OP3 as an isolated structure at a distorted geometry, with properties calculated with the ωB97M-V functional and the def2-TZVPD basis.

Properties
energy	-5387.60906	a.u.
spin multiplicity	2
strongest force on any atom	2.0	eV/Å
total charge	+3
HOMO (spin up / spin down)	-14.1 / -14.0	eV
LUMO level (spin up / spin down)	-7.3 / -9.8	eV

Cartesian coordinates (Å):
Al: -0.43790 -0.08890 -0.00270
C: -0.16360 1.08090 5.02740
C: -0.14710 1.23180 3.50830
C: 1.12560 1.95320 3.07860
P: -0.28650 -0.37230 2.54630
C: 1.25820 -1.26670 3.00120
N: 2.38740 -0.97840 2.16280
Ge: 2.26200 -0.05950 0.34910
N: 2.97400 -1.19380 -1.12850
C: 2.12330 -1.84700 -2.08370
P: 0.38970 -1.97650 -1.47610
C: 0.33930 -3.66670 -0.67240
C: 0.24020 -4.83200 -1.65150
C: 1.54350 -3.84410 0.24960
C: -0.66870 -2.05780 -3.01290
C: -1.16650 -0.64570 -3.31300
C: -0.00950 -2.64860 -4.25640
C: 4.27030 -0.94090 -1.49260
C: 4.85110 -1.21580 -2.73560
C: 6.15810 -0.84840 -2.98300
C: 6.91130 -0.18700 -2.02090
C: 6.35510 0.08760 -0.78330
C: 5.06040 -0.31130 -0.51530
N: 4.42720 -0.15190 0.76200
C: 4.65520 -1.27170 1.62540
C: 5.87230 -1.91780 1.73920
C: 6.02500 -2.93080 2.67110
C: 4.94950 -3.30370 3.46700
C: 3.72060 -2.69270 3.33200
C: 3.54880 -1.65760 2.40550
C: 4.76260 1.10180 1.35820
C: 5.77080 1.27520 2.28590
C: 6.08990 2.55280 2.71610
C: 5.40340 3.64520 2.19890
C: 4.35830 3.47580 1.31550
C: 3.99080 2.18880 0.89480
N: 2.92030 1.87090 0.11030
C: 2.04930 2.95060 -0.27150
P: 0.38480 2.45000 -0.92130
C: 0.57310 2.49000 -2.78540
C: 1.76050 1.59500 -3.13330
C: 0.71100 3.85040 -3.45900
C: -0.63590 4.01040 -0.54710
C: -1.38560 3.91810 0.79740
C: 0.17020 5.31120 -0.54530
C: -1.54070 -1.31570 3.55260
C: -1.77410 -2.74240 3.07220
C: -2.86410 -0.55780 3.57730
H: 0.03420 2.05530 5.46760
H: 0.61340 0.41070 5.38260
H: -1.12150 0.74850 5.41260
H: -1.01400 1.83570 3.21670
H: 2.00800 1.41230 3.41230
H: 1.16130 2.94580 3.52180
H: 1.16540 2.04220 1.99350
H: 1.01760 -2.34100 2.99550
H: 1.48360 -0.99790 4.04570
H: 2.47140 -2.87110 -2.28890
H: 2.10810 -1.31310 -3.04640
H: -0.56300 -3.64210 -0.05070
H: 1.11610 -4.88480 -2.29130
H: -0.64890 -4.78380 -2.27290
H: 0.20410 -5.76340 -1.09050
H: 2.45280 -4.02340 -0.31700
H: 1.38860 -4.70620 0.89580
H: 1.69600 -2.96300 0.86770
H: -1.52670 -2.67780 -2.72880
H: -0.41220 -0.09030 -3.86140
H: -1.39610 -0.10620 -2.38060
H: -2.06230 -0.67920 -3.92920
H: 0.80510 -2.02220 -4.61000
H: -0.74530 -2.69760 -5.05640
H: 0.37220 -3.65190 -4.09990
H: 4.29590 -1.72490 -3.50630
H: 6.59770 -1.07860 -3.94120
H: 7.92930 0.09950 -2.23210
H: 6.93320 0.60140 -0.02880
H: 6.70100 -1.61800 1.11700
H: 6.98170 -3.41510 2.78490
H: 5.07470 -4.08030 4.20390
H: 2.90500 -3.01710 3.95990
H: 6.31930 0.42170 2.65870
H: 6.88500 2.69600 3.42970
H: 5.69080 4.64230 2.49280
H: 3.84890 4.34810 0.94130
H: 2.52920 3.57430 -1.03670
H: 1.84620 3.59910 0.59220
H: -0.35260 2.03270 -3.15340
H: 2.69880 2.12300 -2.97800
H: 1.72630 1.29820 -4.17890
H: 1.76030 0.70810 -2.49790
H: 1.60700 4.37510 -3.13860
H: -0.15950 4.47930 -3.30110
H: 0.80120 3.68910 -4.53210
H: -1.36310 4.06130 -1.36570
H: -0.84900 3.31120 1.52800
H: -2.42710 3.60580 0.69390
H: -1.44600 4.91570 1.22990
H: 0.73230 5.42000 0.37840
H: -0.52830 6.14450 -0.60840
H: 0.85550 5.40010 -1.38010
H: -1.11940 -1.36100 4.56270
H: -2.37370 -2.74510 2.16780
H: -2.31760 -3.28500 3.84160
H: -0.84870 -3.27630 2.88120
H: -3.33020 -0.58060 2.59240
H: -2.74330 0.47550 3.89180
H: -3.54160 -1.03610 4.27900
O: -1.92960 1.06220 0.23740
H: -1.83930 2.03000 0.36340
H: -2.85170 0.80870 0.36670
C: -3.49820 -4.48170 -0.30410
N: -3.76540 -3.05310 -0.21340
C: -5.17200 -2.68630 -0.12790
C: -2.83950 -2.18620 -0.18990
N: -1.99600 -1.36850 -0.15310
H: -3.81350 -4.86680 -1.27520
H: -4.06970 -4.98900 0.47320
H: -2.44020 -4.68950 -0.16490
H: -5.70830 -3.07270 -0.99640
H: -5.29260 -1.60910 -0.09200
H: -5.60400 -3.13110 0.76820

Atom charges from the Mulliken analysis, given in e for atoms 1 to 2: atom 1 (Al): 0.23, atom 2 (C): -1.57

---

No. 2
Below is C42H68BN12O5S as an isolated structure at a distorted geometry, with properties calculated with the ωB97M-V functional and the def2-TZVPD basis.

Properties
energy	-3097.07732	a.u.
strongest force on any atom	8.0	eV/Å
total charge	-1
HOMO	-4.2	eV
LUMO level	1.4	eV

Cartesian coordinates (Å):
C: 4.63663 2.30544 -3.02790
C: 3.74728 2.36546 -4.13801
C: 2.84458 1.05893 -4.36908
O: 2.73164 0.24670 -3.41669
O: 2.19648 0.75716 -5.59173
C: 0.97804 1.55967 -5.76486
C: -0.23908 1.00466 -4.86518
C: -1.27155 0.07760 -5.69264
C: -2.80141 0.59870 -5.55691
C: -3.48404 0.13422 -4.14689
C: -4.00348 1.41021 -3.33657
C: -3.96037 1.21461 -1.71927
O: -2.88774 0.44369 -1.15431
B: -1.68902 1.31022 -1.33901
C: -0.34308 0.85237 -0.52776
C: 0.24830 -0.57376 -0.95248
C: -0.73603 -1.80437 -0.69755
C: -1.39113 -1.79861 0.76632
S: -1.26558 -3.57379 1.45861
C: 0.58950 -3.73852 1.65915
N: 1.30521 -3.52710 2.86733
N: 2.61703 -3.73337 2.49149
C: 2.69884 -4.06777 1.10178
O: 1.39358 -4.08992 0.55189
O: -2.26385 2.63911 -0.92219
C: -3.72320 2.62769 -0.89990
C: -4.36604 2.39055 0.54378
C: -3.29214 2.12872 1.71305
C: -5.37573 3.52529 1.06380
C: -5.30376 4.92649 0.30378
C: -3.89769 5.67602 0.39243
H: 5.34276 1.42144 -2.93750
H: 4.63074 3.18461 -2.30083
H: 3.61221 3.25635 -4.82880
H: 0.61315 1.54415 -6.85155
H: 1.12937 2.65289 -5.46122
H: -0.81094 1.93796 -4.50518
H: 0.17043 0.48671 -3.93355
H: -1.01839 0.07076 -6.82104
H: -1.16135 -1.02049 -5.35788
H: -2.78151 1.73252 -5.66188
H: -3.36966 0.12547 -6.42778
H: -2.63731 -0.41382 -3.58902
H: -4.27739 -0.65044 -4.36896
H: -5.10535 1.60152 -3.60664
H: -3.41113 2.34942 -3.59291
H: -4.92729 0.64027 -1.52059
H: -1.40160 1.49266 -2.48445
H: 0.47176 1.62930 -0.79716
H: -0.45292 0.93767 0.62162
H: 1.21793 -0.73080 -0.33981
H: 0.58696 -0.56780 -2.05375
H: -1.61575 -1.73256 -1.44140
H: -0.18273 -2.76230 -0.97115
H: -2.44229 -1.39136 0.79809
H: -0.72766 -1.13579 1.43221
H: 3.56946 -4.28855 0.41689
H: -4.17720 3.37285 -1.62946
H: -4.97971 1.41562 0.47219
H: -2.72327 1.13865 1.55372
H: -3.86503 1.97675 2.70779
H: -2.54724 2.97634 1.85800
H: -5.10501 3.74021 2.16617
H: -6.44013 3.08058 1.11418
H: -5.62344 4.72827 -0.78528
H: -6.14633 5.58685 0.74036
H: -2.99392 5.03340 0.12087
H: -3.79610 6.11700 1.43579
H: -3.92746 6.51959 -0.40480
C: -2.67420 -5.54211 5.03060
C: -4.14923 -5.47375 4.78272
N: -5.30785 -5.42009 4.58912
H: -2.40342 -6.53586 5.39029
H: -2.13179 -5.33804 4.10549
H: -2.38923 -4.80270 5.78015
C: -7.35351 8.17660 -1.02822
C: -6.13293 7.61908 -1.69003
N: -5.17267 7.18146 -2.20574
H: -7.58602 9.15757 -1.44514
H: -8.20114 7.50944 -1.19177
H: -7.17994 8.27658 0.04432
C: -3.76252 3.93447 5.35536
C: -4.50360 5.00709 4.62002
N: -5.08551 5.84699 4.03952
H: -4.19598 2.96030 5.12504
H: -2.71347 3.93705 5.05598
H: -3.82747 4.10916 6.43038
C: 5.60798 -5.27467 2.73230
C: 6.83740 -5.63115 3.50781
N: 7.80342 -5.91308 4.11856
H: 4.77413 -5.10738 3.41608
H: 5.78141 -4.36458 2.15521
H: 5.35074 -6.08648 2.05027
C: 2.37587 -2.81940 -5.13167
C: 0.90325 -2.76617 -5.39057
N: -0.25484 -2.72436 -5.59004
H: 2.65234 -3.80938 -4.76549
H: 2.92169 -2.61455 -6.05384
H: 2.64682 -2.07210 -4.38285
C: 8.06576 -9.49096 1.82801
C: 7.33030 -8.42889 1.07242
N: 6.75260 -7.59388 0.48037
H: 7.63407 -10.46840 1.60834
H: 9.11715 -9.49191 1.53709
H: 7.99231 -9.30079 2.89979
C: -0.58828 8.64675 1.06554
C: -2.06350 8.71734 0.82251
N: -3.22112 8.77273 0.63097
H: -0.31891 7.65181 1.42307
H: -0.04995 8.85010 0.13879
H: -0.30021 9.38541 1.81491
C: 8.99585 -3.88154 1.28611
C: 8.26220 -2.81452 0.53468
N: 7.68610 -1.97697 -0.05553
H: 8.56211 -4.85796 1.06298
H: 10.04741 -3.88411 0.99508
H: 8.92379 -3.69671 2.35883
C: -5.09611 -1.40526 3.60073
C: -3.86770 -1.94012 2.93396
N: -2.89775 -2.36264 2.40578
H: -5.34343 -0.42412 3.19078
H: -5.93334 -2.08423 3.43209
H: -4.92417 -1.31092 4.67401
C: 10.75415 -4.81726 4.97669
C: 11.58224 -3.60644 4.67503
N: 12.23241 -2.65582 4.43809
H: 11.31355 -5.72035 4.72847
H: 10.49817 -4.83710 6.03685
H: 9.83575 -4.79529 4.38993

Atom charges from the Mulliken analysis, given in e for atoms 1 to 2: atom 1 (C): -0.52, atom 2 (C): -0.42

---

No. 3
Below is C42H68BN14O2S5Sr as an isolated structure at a distorted geometry, with properties calculated with the ωB97M-V functional and the def2-TZVPD basis.

Properties
energy	-4604.97868	a.u.
strongest force on any atom	9.5	eV/Å
total charge	-1
HOMO	-4.1	eV
energy above the lowest of the compared OMol25 structures with the same formula, charge and spin	772.9	kJ/mol
LUMO level	1.0	eV

Cartesian coordinates (Å):
Sr: -0.43995 0.43469 0.31992
N: -1.41534 -2.99791 4.09098
C: -1.19721 -2.01812 3.18489
S: -0.09918 -0.78358 3.51548
N: -1.89195 -2.23721 2.02579
N: -1.86610 -1.21803 1.23372
C: -1.90936 -1.39556 -0.06933
C: -2.14841 -0.26829 -0.90760
C: -2.45512 -0.22386 -3.40106
C: -1.75710 0.07806 -4.70032
C: -0.89003 1.08910 -4.73911
C: -0.52595 1.80805 -3.53540
C: -0.69616 1.28760 -2.29612
O: -0.32460 1.87400 -1.19651
H: -1.04108 -2.86152 5.01248
H: -2.20593 -3.60477 3.95391
H: -1.72660 -2.35822 -0.53687
H: -3.16504 0.57609 -3.18625
H: -2.01270 -0.52559 -5.56202
H: -0.42165 1.37610 -5.67575
H: 0.03493 2.73320 -3.60301
C: -5.06092 -2.22241 -4.65838
C: -4.53941 -1.71054 -3.30569
C: -4.85522 -2.74111 -2.21633
C: -5.25390 -0.40645 -2.96454
N: -3.09879 -1.49620 -3.40101
C: -2.21463 -2.57613 -3.36163
C: -0.95346 -2.44083 -2.93721
N: -0.42406 -1.26857 -2.40772
B: 0.83069 -1.21098 -1.52811
N: 1.70068 -2.52346 -1.51422
C: 2.90720 -2.67624 -2.18422
C: 3.43839 -3.85670 -1.83942
N: 2.56618 -4.45463 -0.94262
C: 1.48947 -3.63761 -0.76073
S: 0.14752 -3.93845 0.22222
C: 2.82243 -5.73221 -0.22959
C: 4.23687 -6.21640 -0.55739
C: 2.74360 -5.51883 1.28095
C: 1.81331 -6.77157 -0.70911
N: 1.78080 -0.11941 -2.15750
C: 1.93770 -0.11062 -3.53458
C: 2.73051 0.91740 -3.86103
N: 3.05106 1.58043 -2.67699
C: 2.47809 0.91840 -1.63317
S: 2.69708 1.28840 0.00812
C: 3.74935 2.88687 -2.58840
C: 5.08292 2.70469 -1.86702
C: 2.85617 3.89983 -1.86959
C: 4.02534 3.41047 -3.99932
C: -1.40007 -0.17334 -2.22188
S: -3.00632 1.06056 -0.37375
H: -6.13511 -2.42235 -4.61855
H: -4.55204 -3.14556 -4.94148
H: -4.87223 -1.47769 -5.43377
H: -5.93195 -2.77754 -2.03800
H: -4.35531 -2.46926 -1.28413
H: -4.52485 -3.74204 -2.49384
H: -6.32154 -0.61128 -2.87857
H: -5.12033 0.34601 -3.74415
H: -4.90280 0.01010 -2.01413
H: -2.55010 -3.52588 -3.75669
H: -0.27691 -3.28248 -2.97674
H: 0.51133 -1.02625 -0.37451
H: 3.32200 -1.92404 -2.82509
H: 4.36682 -4.29304 -2.14372
H: 4.98558 -5.47943 -0.26479
H: 4.35541 -6.45538 -1.61521
H: 4.41855 -7.12767 0.01244
H: 3.36847 -4.66912 1.57216
H: 3.11450 -6.41834 1.77613
H: 1.72326 -5.32609 1.60083
H: 1.95132 -6.97226 -1.77381
H: 0.79625 -6.41499 -0.54331
H: 1.95826 -7.70215 -0.15640
H: 1.43593 -0.82539 -4.16199
H: 3.06509 1.23429 -4.82735
H: 4.92780 2.28865 -0.87310
H: 5.58125 3.67242 -1.77592
H: 5.72918 2.03214 -2.43439
H: 2.80586 3.69523 -0.80170
H: 1.83968 3.85363 -2.26466
H: 3.25376 4.90323 -2.03061
H: 4.71014 2.76304 -4.54899
H: 4.49325 4.39041 -3.90726
H: 3.10589 3.52927 -4.57403
C: 4.86998 0.62501 5.45057
N: 4.49850 -0.37671 4.48867
C: 5.31049 -1.53433 4.19518
C: 4.64774 -2.05050 2.90859
O: 5.00993 -3.06286 2.34716
N: 3.63248 -1.19731 2.54622
C: 3.62355 -0.23788 3.44634
N: 2.83526 0.85017 3.39050
H: 5.20234 0.13513 6.36594
H: 4.02070 1.25164 5.71518
H: 5.67710 1.27391 5.09119
H: 5.26862 -2.28994 4.98141
H: 6.35496 -1.27224 4.00203
H: 2.08179 0.87835 2.72171
H: 2.64741 1.35317 4.23993
C: -6.34857 1.53728 3.68830
C: -5.35311 2.40892 4.44846
C: -4.07162 1.67486 4.83141
C: -3.27136 1.14792 3.64715
N: -2.95605 2.18733 2.67602
C: -1.79899 2.88168 2.67203
S: -0.71786 2.86918 3.94926
N: -1.59295 3.57500 1.51476
C: -0.29104 4.14918 1.18088
C: -0.01422 5.49363 1.82843
C: -0.91645 6.63667 1.37337
C: -2.33821 6.58779 1.92816
H: -7.29607 2.05673 3.53615
H: -6.55666 0.61384 4.23518
H: -5.97015 1.25477 2.70384
H: -5.82555 2.79127 5.35740
H: -5.09274 3.28077 3.84235
H: -4.31715 0.81976 5.47110
H: -3.42468 2.33803 5.41131
H: -3.83124 0.38661 3.10053
H: -2.34530 0.69153 3.99384
H: -3.36822 2.03501 1.76739
H: -2.05258 3.16462 0.70877
H: -0.29860 4.26545 0.09474
H: 0.51090 3.44949 1.43006
H: 1.02157 5.73896 1.57581
H: -0.06294 5.38981 2.91719
H: -0.94576 6.66584 0.27881
H: -0.45278 7.57522 1.69206
H: -2.90477 5.75038 1.52078
H: -2.87677 7.50880 1.69703
H: -2.32134 6.46929 3.01418

Atom charges from the Mulliken analysis, given in e for atoms 1 to 2: atom 1 (Sr): 2.11, atom 2 (N): -0.40

---

Look up the total charge of the third one.
-1

---

Number 1 is which compound?
C42H68AlGeN6OP3

---

Number 3 is which compound?
C42H68BN14O2S5Sr